Record 1
Computed, not measured: 9 unconnected molecules or ions with the total composition C24H54O15S6, with ωB97M-V/def2-TZVPD.

Geometry (Å):
C (21.28501, 8.80302, 15.20685)
C (20.56302, 8.40364, 13.84442)
C (19.73545, 9.52116, 13.30284)
O (19.91610, 9.46945, 11.90340)
C (21.17310, 8.83686, 11.70754)
O (21.72050, 8.75218, 10.64452)
O (21.55852, 8.21372, 12.85458)
H (21.78848, 7.97644, 15.70823)
H (20.59288, 9.24485, 15.92368)
H (22.05253, 9.53650, 14.95987)
H (19.82532, 7.61574, 13.99644)
H (19.92353, 10.54128, 13.63761)
H (18.70432, 9.37849, 13.62613)
C (17.38559, 6.16665, 13.82070)
C (16.98345, 5.13645, 14.87650)
C (15.90654, 4.16089, 14.42772)
O (16.43916, 2.88640, 14.66266)
C (17.71553, 2.98787, 15.07034)
O (18.51088, 2.07335, 15.27510)
O (18.08842, 4.26236, 14.93450)
H (18.10488, 6.80818, 14.32979)
H (16.59912, 6.86579, 13.53650)
H (17.80748, 5.74495, 12.90841)
H (16.73168, 5.64560, 15.80681)
H (15.64754, 4.10351, 13.37050)
H (14.99456, 4.22726, 15.02101)
C (18.97446, 3.48679, 7.46625)
C (17.90161, 4.47715, 8.05040)
C (17.45816, 4.30830, 9.55796)
O (17.87228, 5.66583, 10.07232)
C (18.23711, 6.42881, 9.14115)
O (18.77486, 7.51939, 9.35264)
O (18.42197, 5.77220, 8.06139)
H (19.79160, 3.52619, 8.18655)
H (19.55378, 3.86499, 6.62396)
H (18.57748, 2.47982, 7.33770)
H (17.01386, 4.40578, 7.42199)
H (18.05355, 3.55536, 10.07437)
H (16.39924, 4.06731, 9.65129)
C (18.80838, -0.70831, 17.52124)
S (18.10297, -0.92779, 19.18703)
O (16.78605, -1.72931, 19.04075)
C (19.38297, -1.84063, 20.13858)
H (17.98709, -0.50866, 16.83297)
H (19.17733, -1.65245, 17.12053)
H (19.47879, 0.13201, 17.34092)
H (19.88379, -2.68357, 19.66244)
H (19.19703, -2.19200, 21.15351)
H (20.24204, -1.17433, 20.21695)
C (21.03924, 4.28034, 14.08957)
S (22.59762, 5.06531, 13.53421)
O (23.86330, 4.19078, 13.84728)
C (22.43249, 5.08029, 11.70997)
H (20.10972, 4.56316, 13.59551)
H (20.82690, 4.70505, 15.07071)
H (21.00081, 3.19103, 14.08425)
H (23.40022, 5.19122, 11.22079)
H (21.97774, 5.90890, 11.16710)
H (22.09407, 4.13400, 11.28796)
C (15.08170, 1.17087, 18.13843)
S (13.81349, 1.10470, 16.87421)
O (13.67666, 2.52827, 16.28880)
C (14.74196, 0.03590, 15.65382)
H (14.72945, 1.69377, 19.02758)
H (15.92716, 1.63268, 17.62850)
H (15.14677, 0.11555, 18.40330)
H (15.57911, 0.63993, 15.30392)
H (14.09722, -0.11447, 14.78791)
H (15.07073, -0.93562, 16.02280)
C (15.82431, 9.27801, 10.49828)
S (15.10975, 8.98293, 12.23908)
O (14.59126, 7.54308, 12.22739)
C (13.56589, 10.01614, 12.12381)
H (14.98352, 9.42880, 9.82120)
H (16.23882, 8.32357, 10.17373)
H (16.58693, 10.03202, 10.30338)
H (13.75050, 10.76793, 11.35646)
H (13.19933, 10.44692, 13.05556)
H (12.89077, 9.23495, 11.77444)
C (11.94090, 4.34960, 14.73778)
S (10.28240, 3.71881, 14.92169)
O (9.56626, 4.73901, 15.83235)
C (9.58885, 4.20595, 13.25731)
H (11.95596, 5.24212, 14.11224)
H (12.60546, 3.65914, 14.21844)
H (12.16462, 4.48517, 15.79592)
H (9.47404, 5.28867, 13.30869)
H (8.64674, 3.73323, 12.97970)
H (10.20039, 3.91765, 12.40232)
C (16.22330, 8.71000, 18.06466)
S (17.89871, 9.03064, 17.34571)
O (17.68197, 8.90272, 15.76865)
C (18.40428, 10.74987, 17.86004)
H (15.64985, 8.17649, 17.30662)
H (15.67503, 9.62022, 18.30756)
H (16.22999, 8.00857, 18.89896)
H (18.68828, 10.70785, 18.91155)
H (17.57666, 11.45388, 17.77326)
H (19.23501, 11.18907, 17.30770)

As for the spin multiplicity: 1. For the orbital gap, the calculation gives 8.447 eV.

Record 2
Computed, not measured: 6 unconnected molecules or ions with the total composition C24H55IN4O21P5, with ωB97M-V/def2-TZVPD.

Geometry (Å):
C (-2.10497, -1.34377, -1.91924)
C (-2.12115, -0.03275, -1.73645)
N (-2.10952, 1.44097, -1.86511)
C (-3.04571, 1.85676, -2.96745)
C (-4.05796, 2.46555, -3.57386)
C (-0.75289, 1.98591, -2.07835)
N (0.40903, 1.12615, -2.34936)
C (0.42985, 0.61020, -3.76147)
C (1.40939, -0.72540, -3.76072)
C (2.94338, -0.37600, -4.15716)
I (1.49088, -1.39935, -1.64182)
N (-0.49940, 3.32630, -1.98313)
N (-1.45817, 4.29013, -1.69342)
C (-1.70638, 4.30597, -0.36387)
O (-2.29595, 4.06857, 0.73348)
H (-1.99942, -2.47174, -2.13931)
H (-4.95708, 3.05304, -4.01760)
H (1.30814, 1.62923, -2.22642)
H (-0.61859, 0.23582, -4.05411)
H (0.86822, 1.38920, -4.51482)
H (0.95451, -1.61214, -4.33130)
H (3.03740, 0.66330, -4.67123)
H (3.59998, -0.34823, -3.19348)
H (3.31681, -1.24515, -4.83373)
H (0.48214, 3.66071, -2.13842)
C (2.50353, 5.70704, -1.30034)
O (2.79100, 6.66113, -2.30656)
P (3.62123, 6.14765, -3.57989)
O (3.18177, 4.84087, -4.13040)
O (5.14768, 6.18453, -3.08061)
C (5.60284, 7.33173, -2.38055)
O (3.52441, 7.37751, -4.60057)
C (3.93233, 7.11765, -5.93621)
H (1.48669, 5.33187, -1.44148)
H (3.20834, 4.87135, -1.32219)
H (2.57153, 6.19548, -0.32652)
H (5.33927, 7.24352, -1.32385)
H (5.17388, 8.24901, -2.79072)
H (6.68931, 7.38402, -2.46740)
H (3.97742, 8.06381, -6.47754)
H (3.20564, 6.46522, -6.42567)
H (4.92085, 6.65192, -5.95333)
C (-5.80895, -1.01821, -1.96283)
O (-6.13348, -2.34378, -2.34821)
P (-7.01813, -2.51495, -3.67421)
O (-6.60831, -1.66267, -4.81639)
O (-8.52326, -2.27301, -3.16529)
C (-8.94410, -2.91304, -1.97217)
O (-6.95760, -4.09238, -3.95114)
C (-7.42105, -4.52325, -5.22192)
H (-4.80269, -0.77942, -2.31182)
H (-6.51884, -0.29404, -2.37112)
H (-5.83374, -0.95503, -0.87287)
H (-8.63751, -2.31637, -1.10961)
H (-8.52860, -3.92013, -1.88840)
H (-10.03313, -2.98319, -1.98034)
H (-7.48421, -5.61259, -5.21937)
H (-6.71806, -4.21218, -5.99809)
H (-8.41149, -4.11117, -5.43069)
C (5.06653, -0.15286, 2.41410)
O (5.11598, 1.04590, 1.65506)
P (5.50626, 0.90711, 0.10725)
O (4.84016, -0.20517, -0.61273)
O (7.11068, 0.82628, 0.12201)
C (7.82645, 1.74495, 0.93103)
O (5.20129, 2.36952, -0.47708)
C (5.18346, 2.48935, -1.89038)
H (4.03058, -0.48994, 2.48638)
H (5.67642, -0.94065, 1.96466)
H (5.44607, 0.05337, 3.41677)
H (7.87412, 1.36933, 1.95591)
H (7.36169, 2.73387, 0.92360)
H (8.84244, 1.83268, 0.54248)
H (5.13396, 3.54821, -2.15043)
H (4.30140, 1.98529, -2.29342)
H (6.08884, 2.05930, -2.32579)
C (-0.64649, -7.25414, 0.90105)
O (-1.53309, -6.35478, 1.54907)
P (-1.20639, -4.79271, 1.41446)
O (-0.82208, -4.34576, 0.05276)
O (-0.09064, -4.53557, 2.54146)
C (-0.29574, -5.08599, 3.83325)
O (-2.51960, -4.09209, 2.01124)
C (-2.64852, -2.69981, 1.77502)
H (-1.07236, -7.54840, -0.06018)
H (0.33813, -6.80664, 0.74278)
H (-0.53042, -8.14101, 1.52701)
H (0.04088, -6.12534, 3.84471)
H (-1.34643, -5.03660, 4.12855)
H (0.29664, -4.51808, 4.55263)
H (-3.48324, -2.32113, 2.36743)
H (-2.85620, -2.52047, 0.71742)
H (-1.73686, -2.17301, 2.06934)
C (-2.37174, -2.53842, 10.13936)
O (-2.07491, -1.58943, 9.12619)
P (-1.23577, -2.11372, 7.86649)
O (-1.67065, -3.42300, 7.32305)
O (0.28761, -2.07305, 8.37794)
C (0.73699, -0.92062, 9.07069)
O (-1.32164, -0.89032, 6.83217)
C (-0.90188, -1.16519, 5.50615)
H (-3.38596, -2.91484, 9.99297)
H (-1.66700, -3.37382, 10.12896)
H (-2.31120, -2.04254, 11.11013)
H (0.46477, -0.99920, 10.12589)
H (0.31157, -0.00682, 8.64880)
H (1.82436, -0.86931, 8.99229)
H (-0.84895, -0.22547, 4.95361)
H (-1.62547, -1.82212, 5.01723)
H (0.08580, -1.63356, 5.50495)

As for the spin multiplicity: 1. Its charge is +1. For the orbital gap, the calculation gives 6.914 eV.